# 1
C5H34NO12 | ωB97M-V/def2-TZVPD

Each line ends with the Mulliken charge.
Positions of all 52 atoms, in Å:
C -0.164 1.958 0.859  -0.928
N 0.420 0.611 0.908  0.456
C 0.786 0.145 -0.414  0.275
C -1.976 -0.454 0.807  -0.928
C -0.534 -0.387 1.591  0.496
C -0.636 -0.052 3.140  -0.739
O -1.888 0.751 3.544  -0.536
H -1.098 2.079 0.292  -0.037
H 0.611 2.606 0.338  0.386
H -0.414 2.389 1.886  0.222
H 1.414 -0.801 -0.132  -0.235
H 0.077 -0.091 -1.173  -0.125
H 1.517 0.921 -0.817  0.399
H -2.669 -1.049 1.455  0.394
H -2.213 0.616 0.732  0.367
H -2.002 -1.046 -0.175  0.558
H 0.000 -1.423 1.618  -0.162
H -0.861 -1.089 3.538  0.354
H 0.217 0.480 3.656  0.263
H 3.362 -0.053 0.274  0.344
H 2.600 0.825 1.136  0.428
O 3.429 0.399 1.096  -0.814
H -1.946 1.558 3.058  0.305
H -2.088 4.246 0.356  0.341
O -3.000 4.216 0.676  -0.648
H 0.045 -3.219 -0.817  0.339
H -0.110 -4.801 -0.542  0.177
O 0.322 -4.136 -0.240  -0.800
H -1.742 -1.244 -2.860  0.290
H -0.507 1.644 -4.285  0.281
O -1.797 -0.429 -2.453  -0.646
H 1.981 -4.165 0.478  0.403
H 2.522 -2.836 0.893  0.255
O 2.659 -3.736 0.848  -0.662
H -0.099 -4.447 1.443  0.439
H 0.669 -4.264 2.688  0.317
O -0.233 -4.592 2.433  -0.704
H 0.480 -2.370 -2.281  0.107
H -1.388 -0.521 -1.562  -0.344
O -0.174 -2.303 -1.776  -0.828
H 2.427 1.722 -3.432  0.265
H 1.000 2.363 -2.792  0.398
O 2.011 2.381 -2.753  -0.664
H -3.206 3.429 0.271  0.320
H -2.664 2.051 -1.502  0.335
O -3.364 1.503 -1.027  -0.676
H 4.476 1.775 0.064  0.330
H 4.517 2.541 -1.221  0.266
O 4.017 2.492 -0.417  -0.572
H -1.010 1.270 -2.769  0.422
H -3.235 0.609 -1.319  0.325
O -0.541 1.927 -3.320  -0.809

Summary:
**E_tot**: -31794.8211 eV
**LUMO energy**: 0.0892 hartree
**Charge**: -1
**ΔE to the lowest compared entry with this formula, charge and spin**: 6.223 eV
**Frontier orbital gap**: 8.293 eV

=====

# 2
C5H34NO13 | ωB97M-V/def2-TZVPD

Each line ends with the Mulliken charge.
Positions of all 53 atoms, in Å:
C -1.172 2.910 -0.394  -0.845
O -1.455 3.789 -1.528  -0.456
C -1.183 1.467 -0.393  -0.083
C -0.041 0.563 -0.916  1.066
C 0.685 0.895 -2.177  0.325
C 0.542 0.230 -3.346  -1.218
N 1.628 1.915 -2.161  -0.232
H -1.783 3.227 0.496  0.295
H -0.149 3.312 -0.208  0.185
H -1.919 -1.179 -2.320  0.429
H -2.043 0.887 -0.080  0.115
H 0.666 0.402 -0.076  -0.051
H -0.578 -0.394 -1.105  -0.983
H 0.970 0.498 -4.298  0.257
H 0.040 -0.717 -3.431  0.205
H 1.596 2.734 -1.578  0.205
H 1.874 2.132 -3.116  0.282
H 0.370 -3.414 2.443  0.310
H -0.905 -2.461 2.512  0.387
O 0.023 -2.590 2.791  -0.622
H -2.385 3.640 -1.744  0.267
H -2.585 -0.950 -1.045  0.326
O -2.700 -1.505 -1.835  -0.782
H -2.942 -2.917 1.491  0.321
H -1.990 -4.380 -0.647  0.288
O -1.875 -3.488 -0.299  -0.671
H -3.688 0.441 1.964  0.263
H -2.338 1.076 2.494  0.425
O -3.304 0.973 2.658  -0.655
H -0.371 0.421 2.624  0.280
H -0.761 1.254 1.043  0.403
O -0.572 1.266 2.203  -1.131
H -0.037 4.437 -2.868  0.341
H -0.075 3.074 -3.541  0.369
O 0.314 3.954 -3.634  -0.693
H -2.178 -2.911 -1.074  0.415
H -2.591 -1.723 2.549  0.339
O -2.667 -2.666 2.400  -0.728
H 3.136 0.634 -0.596  0.272
H 2.748 0.852 0.922  0.428
O 3.486 0.809 0.284  -0.697
H -0.058 -3.524 -0.230  0.292
H 1.381 -3.557 0.224  0.510
O 0.585 -4.161 0.173  -0.731
H 2.925 -1.952 -0.193  0.333
H 2.935 -2.770 1.063  0.434
O 2.929 -2.867 0.107  -0.722
H 3.663 -0.563 1.863  0.376
H 3.029 -1.335 3.075  0.322
O 3.585 -1.432 2.297  -0.722
H 2.204 2.564 2.361  0.235
H 1.027 1.475 2.478  0.392
O 2.008 1.627 2.317  -0.668

Summary:
**E_tot**: -33844.4177 eV
**LUMO energy**: 0.0912 hartree
**Charge**: -1
**ΔE to the lowest compared entry with this formula, charge and spin**: 4.087 eV
**Frontier orbital gap**: 6.839 eV

=====

# 3
C5H34O14 | ωB97M-V/def2-TZVPD

Each line ends with the Mulliken charge.
Positions of all 53 atoms, in Å:
C 1.803 0.321 -2.176  -1.657
C 1.006 -0.310 -1.307  0.183
C -0.214 0.205 -0.690  1.370
C -0.901 -0.285 0.346  -0.040
O -0.287 -1.379 0.948  -0.734
C -2.030 0.287 1.103  -1.309
H 2.799 -0.077 -2.467  0.445
H 1.616 1.369 -2.365  0.226
H 1.223 -1.373 -1.101  0.842
H -0.568 1.198 -1.106  -0.330
H -0.744 -1.951 1.592  0.212
H -2.031 1.384 1.064  0.269
H -1.997 -0.036 2.173  0.086
H -2.986 0.070 0.622  0.406
H 2.431 3.410 -0.633  0.260
H 2.313 2.210 0.416  0.358
O 1.893 2.998 0.027  -0.616
H -0.188 0.697 -3.682  0.347
H -1.392 -0.189 -3.398  0.381
O -0.415 -0.271 -3.600  -0.681
H -1.112 -1.496 3.725  0.294
H -0.896 -0.080 4.230  0.280
O -0.431 -0.840 3.802  -0.592
H 3.585 0.720 -0.582  0.367
H 3.212 0.654 0.919  0.491
O 3.767 1.120 0.262  -0.820
H 0.955 2.201 3.429  0.294
H 0.763 1.241 2.256  0.325
O 0.313 1.545 3.127  -0.665
H -2.923 -1.730 -0.791  0.235
H -2.052 -2.911 -1.153  0.483
O -2.607 -2.573 -0.448  -0.705
H 2.801 -3.447 -2.353  0.287
H 1.641 -2.387 -2.568  0.383
O 2.605 -2.524 -2.410  -0.613
H 1.246 -0.743 1.583  0.337
H 2.596 -0.757 2.329  0.262
O 2.050 -0.202 1.782  -0.660
H -0.394 -2.062 -2.627  0.404
H -0.255 -2.705 -1.273  0.455
O -0.604 -2.868 -2.171  -0.841
H 0.315 3.496 1.234  0.298
H -0.858 3.028 2.155  0.298
O -0.634 3.476 1.330  -0.655
H -0.570 -4.278 2.008  0.285
H -0.118 -3.367 3.100  0.339
O -0.875 -3.552 2.537  -0.635
H -0.896 3.924 -1.624  0.261
H -1.431 3.393 -0.228  0.427
O -1.528 3.340 -1.190  -0.629
H -2.651 1.196 -1.698  0.238
H -3.437 0.677 -2.588  0.322
O -2.906 0.233 -1.874  -0.567

Summary:
**E_tot**: -34400.3735 eV
**LUMO energy**: 0.0031 hartree
**ΔE to the lowest compared entry with this formula, charge and spin**: 3.876 eV
**Frontier orbital gap**: 8.078 eV

=====

# 4
C5H35N2O12 | ωB97M-V/def2-TZVPD

Each line ends with the Mulliken charge.
Positions of all 54 atoms, in Å:
C 0.121 -0.413 -0.872  -0.766
N 0.099 0.714 0.052  0.565
C 0.902 1.844 -0.630  -0.101
O 0.402 2.038 -1.882  -1.015
C 0.060 -1.814 -0.402  1.218
C -0.405 -2.852 -1.369  -1.913
N -0.788 -1.853 0.915  -0.093
C -0.473 -2.942 1.807  -1.133
H 1.060 -0.397 -1.569  0.117
H -0.600 -0.176 -1.734  0.165
H -0.796 0.998 0.196  -0.170
H 0.652 2.748 -0.043  0.196
H 1.994 1.619 -0.622  0.216
H 1.089 -2.050 0.053  -0.164
H -1.442 -3.067 -1.324  0.309
H -0.070 -2.607 -2.289  0.609
H 0.050 -3.849 -1.325  0.373
H -1.740 -1.799 0.694  0.240
H -0.590 -2.507 2.788  0.399
H -1.015 -3.910 1.730  0.293
H 0.575 -3.388 1.605  0.264
H 1.029 0.470 1.299  0.493
H 1.053 -1.047 2.036  0.350
O 1.419 -0.233 2.085  -1.082
H -3.880 -0.079 0.735  0.532
H -3.223 1.257 1.038  0.297
O -4.011 0.759 1.200  -0.785
H -1.737 3.773 -2.707  0.198
H -0.883 2.679 -1.939  0.432
O -1.860 3.097 -2.146  -0.760
H -3.219 -0.664 -0.807  0.295
H -4.123 -1.892 -0.653  0.233
O -3.456 -1.395 -0.266  -0.663
H 3.063 -0.886 1.948  0.492
H 4.131 -0.786 0.873  0.336
O 3.888 -1.271 1.685  -0.787
H 3.504 -2.666 1.003  0.436
H 3.283 -3.005 -0.613  0.244
O 3.111 -3.346 0.271  -0.718
H -4.092 1.521 -0.964  0.326
H -3.119 1.801 -1.965  0.342
O -3.622 1.102 -1.629  -0.648
H 3.817 1.099 -1.649  0.446
H 4.641 -0.150 -1.398  0.254
O 4.409 0.648 -1.012  -0.673
H -1.880 2.481 2.446  0.317
H -1.267 3.356 1.386  0.270
O -1.924 2.626 1.456  -0.688
H 2.763 1.056 -3.318  0.319
H 1.928 2.089 -2.583  0.312
O 2.861 1.829 -2.662  -0.790
H -1.290 0.195 2.850  0.315
H 0.092 0.580 2.983  0.472
O -0.736 0.673 3.386  -0.729

Summary:
**E_tot**: -33303.4393 eV
**LUMO energy**: 0.0992 hartree
**Charge**: -1
**ΔE to the lowest compared entry with this formula, charge and spin**: 3.870 eV
**Frontier orbital gap**: 8.342 eV

=====

# 5
C5H35N2O13 | ωB97M-V/def2-TZVPD

Each line ends with the Mulliken spin population.
Positions of all 55 atoms, in Å:
O 2.537 -1.217 1.231  0.232
C 1.726 -0.667 0.429  0.518
C 0.422 -0.231 0.891  0.039
C -0.253 0.763 -0.149  0.123
C 0.105 2.153 0.366  0.022
C -0.563 2.804 1.350  -0.011
N -1.436 2.171 2.152  0.004
N 1.107 2.825 -0.535  0.004
H 2.088 -0.398 -0.556  0.092
H -0.275 -1.076 1.139  -0.003
H 0.483 0.390 1.785  0.024
H 0.013 0.521 -1.242  -0.045
H -1.319 0.644 -0.207  -0.001
H -0.425 3.853 1.641  0.001
H -1.830 2.663 2.907  -0.001
H -1.404 1.132 2.156  0.005
H 1.146 2.303 -1.573  -0.005
H 0.823 3.822 -0.610  -0.005
H 1.990 2.714 0.052  0.003
H 0.145 -3.492 2.632  0.014
H 1.168 -2.345 2.101  0.007
O 0.216 -2.598 2.285  -0.028
H -4.072 -2.876 1.640  0.002
H -4.304 -3.056 0.089  0.000
O -3.884 -2.511 0.764  -0.005
H -0.585 -1.075 3.364  0.005
H -1.801 -0.554 4.230  0.000
O -1.219 -0.364 3.489  0.009
H -1.856 1.007 -4.692  0.000
H -0.916 -0.241 -4.614  0.000
O -0.949 0.736 -4.715  0.000
H 2.324 1.182 -2.862  0.001
H 0.956 1.972 -3.531  -0.001
O 1.460 1.747 -2.764  -0.006
H -4.087 -0.652 0.517  0.001
H -4.467 0.148 -0.690  0.000
O -3.802 0.116 0.003  0.003
H 3.585 0.459 0.434  -0.018
H 4.358 1.700 0.655  0.008
O 3.634 1.379 0.109  -0.017
H 2.592 2.230 4.018  -0.001
H 1.485 2.433 3.054  0.001
O 1.640 2.385 4.009  0.000
H -2.125 -2.391 -0.124  0.002
H -1.144 -3.142 0.669  0.005
O -1.302 -2.922 -0.291  0.012
H -1.742 -2.710 -3.077  0.000
H -2.485 -1.517 -2.367  0.000
O -2.121 -1.824 -3.184  0.002
H 1.631 -3.653 -1.967  0.003
H 0.399 -2.923 -1.148  -0.007
O 1.204 -2.855 -1.683  0.005
H 3.582 -0.479 -2.540  0.001
H 3.979 1.080 -2.241  0.002
O 3.570 0.438 -2.800  0.003

Summary:
**2S+1**: 2
**E_tot**: -35346.7061 eV
**LUMO energy (alpha / beta)**: -0.0018 / -0.0029 hartree
**ΔE to the lowest compared entry with this formula, charge and spin**: 0.000 eV
**Frontier orbital gap (alpha / beta)**: 2.885 / 6.745 eV

=====

# 6
C5H36N2O12 | ωB97M-V/def2-TZVPD

Each line ends with the Mulliken charge.
Positions of all 55 atoms, in Å:
C 3.007 -0.412 2.731  -1.103
N 2.424 0.006 1.466  -0.080
C 1.260 0.881 1.639  -0.319
C 0.978 1.671 0.372  -1.896
C 0.447 0.828 -0.799  1.891
N 1.060 1.340 -2.030  -0.286
C -1.084 0.798 -0.855  -0.162
O -1.538 0.175 -2.058  -0.693
H 3.837 -1.092 2.543  0.352
H 2.311 -0.921 3.415  0.264
H 3.410 0.459 3.245  0.390
H 2.155 -0.804 0.918  -0.081
H 1.486 1.570 2.454  0.740
H 0.361 0.340 1.937  0.041
H 1.891 2.173 0.054  0.788
H 0.270 2.473 0.581  0.518
H 0.787 -0.204 -0.681  -0.942
H 0.684 0.835 -2.828  0.397
H 0.801 2.317 -2.151  0.303
H -1.528 1.783 -0.878  0.198
H -1.502 0.273 0.008  -0.344
H -1.020 -0.644 -2.239  0.485
O 2.247 -1.711 -0.989  -0.710
H 2.589 -0.757 -1.080  0.412
H 2.962 -2.309 -1.244  0.221
O -1.197 -3.723 -0.643  -0.721
H -1.494 -4.624 -0.818  0.277
H -1.961 -3.318 -0.144  0.430
O -2.625 0.406 2.096  -0.664
H -1.908 -0.223 2.348  0.212
H -3.208 0.387 2.859  0.315
O -0.675 4.041 -2.008  -0.708
H -1.096 4.019 -1.137  0.297
H -1.292 3.512 -2.571  0.415
O -2.302 2.342 -3.491  -0.767
H -2.132 2.194 -4.442  0.286
H -2.052 1.495 -3.048  0.390
O 3.180 0.678 -1.152  -0.915
H 2.404 1.146 -1.567  0.551
H 3.116 0.988 -0.231  0.364
O -2.973 -2.512 0.997  -0.781
H -2.344 -2.317 1.727  0.433
H -3.259 -1.654 0.666  0.328
O -0.906 -1.740 2.669  -0.703
H -0.703 -2.090 3.563  0.273
H -0.156 -2.054 2.084  0.459
O -2.087 3.210 0.967  -0.605
H -2.975 3.580 0.945  0.315
H -2.196 2.286 1.250  0.278
O 0.814 -2.902 1.047  -0.861
H 0.189 -3.397 0.471  0.456
H 1.284 -2.358 0.375  0.292
O -0.038 -1.984 -2.470  -0.876
H -0.491 -2.638 -1.900  0.472
H 0.790 -1.818 -1.972  0.377

Summary:
**E_tot**: -33321.5617 eV
**LUMO energy**: 0.0030 hartree
**Structure (SMILES)**: CNCC[C@H](N)CO.O.O.O.O.O.O.O.O.O.O.O
**ΔE to the lowest compared entry with this formula, charge and spin**: 0.000 eV
**Frontier orbital gap**: 9.166 eV

=====

# 7
C5H36N2O13 | ωB97M-V/def2-TZVPD

Each line ends with the Mulliken spin population.
Positions of all 56 atoms, in Å:
O -1.477 1.274 -0.405  0.198
C -0.317 0.885 0.031  0.313
N -0.394 0.354 1.323  0.047
C 0.804 -0.390 2.018  0.110
C 1.859 0.705 2.358  0.031
C 3.288 0.474 1.856  0.025
N 3.387 0.029 0.384  0.001
C 0.199 -0.930 3.305  0.001
H 0.543 1.294 -0.555  0.382
H -1.296 0.326 1.758  -0.051
H 1.204 -1.230 1.367  -0.070
H 2.073 0.919 3.492  0.005
H 1.417 1.677 2.089  0.012
H 3.865 1.349 2.028  -0.009
H 3.888 -0.273 2.399  -0.001
H 2.735 0.547 -0.203  0.012
H 4.377 0.130 0.176  -0.002
H -0.638 -0.301 3.620  -0.009
H -0.467 -1.833 3.154  0.003
H 1.038 -1.165 3.925  0.002
H -3.096 0.757 2.802  0.001
H -3.344 -0.673 2.703  0.001
O -2.617 -0.066 2.977  -0.001
H 2.158 -1.777 -3.053  0.002
H 0.794 -2.637 -3.462  0.001
O 1.287 -1.856 -3.427  -0.009
H 0.376 3.229 -0.230  -0.006
H 1.688 4.211 -0.010  -0.010
O 0.706 4.101 0.047  -0.023
H -2.337 -1.791 0.011  0.000
H -0.811 -2.149 0.165  0.015
O -1.642 -2.399 -0.359  -0.011
H -0.048 -3.696 -1.809  0.000
H 1.277 -4.441 -1.570  0.001
O 0.662 -4.185 -2.280  -0.003
H 0.147 0.810 -2.882  -0.002
H 0.711 -0.410 -2.264  -0.020
O 0.757 0.515 -2.151  0.076
H 2.657 -1.544 0.253  -0.009
H 3.014 -3.012 0.445  0.001
O 2.224 -2.479 0.220  -0.027
H -1.217 2.055 2.793  0.004
H -1.502 3.363 1.809  0.010
O -1.816 2.691 2.377  -0.019
H -2.436 -1.667 -2.397  0.000
H -3.741 -1.659 -1.669  0.000
O -3.383 -1.693 -2.503  0.000
H -1.586 1.471 -2.057  0.006
H -2.619 0.713 -2.998  -0.001
O -1.704 0.893 -2.944  -0.001
H 2.923 1.844 -2.631  -0.004
H 1.967 1.842 -1.524  0.065
O 2.926 1.929 -1.688  -0.019
H -2.834 0.884 0.282  -0.019
H -4.345 1.237 0.333  0.001
O -3.712 0.591 0.649  -0.001

Summary:
**2S+1**: 2
**E_tot**: -35364.7752 eV
**LUMO energy (alpha / beta)**: 0.0975 / 0.0963 hartree
**Charge**: -1
**ΔE to the lowest compared entry with this formula, charge and spin**: 4.289 eV
**Frontier orbital gap (alpha / beta)**: 3.023 / 7.628 eV

=====

# 8
C5H36N2O13 | ωB97M-V/def2-TZVPD

Each line ends with the Mulliken charge.
Positions of all 56 atoms, in Å:
N 2.729 -1.931 -0.619  -0.596
C 3.003 -1.013 -1.784  0.353
C 4.419 -0.401 -1.588  -1.241
C 1.998 0.105 -1.747  0.038
N 2.096 1.074 -2.734  0.305
C 1.354 2.253 -2.461  -1.244
C 2.228 0.787 -4.145  -1.193
O 1.371 0.431 -0.741  -0.608
H 1.789 -2.155 -0.430  0.203
H 3.022 -1.507 0.266  0.236
H 3.126 -1.714 -2.623  0.414
H 4.416 0.472 -0.846  0.262
H 4.686 0.066 -2.641  0.257
H 5.200 -1.095 -1.128  0.396
H 0.340 1.957 -2.211  0.353
H 1.278 2.905 -3.299  0.520
H 1.894 2.636 -1.584  0.307
H 3.113 0.969 -4.619  0.403
H 2.019 -0.263 -4.298  0.406
H 1.676 1.441 -4.745  0.455
H -3.248 2.157 -0.982  0.265
H -3.212 2.602 0.456  0.303
O -3.684 2.042 -0.198  -0.593
H 0.703 -2.578 2.176  0.436
H -0.739 -2.781 1.944  0.240
O -0.020 -2.512 1.465  -0.743
H -5.168 0.941 0.619  0.357
H -4.435 -0.013 1.252  0.251
O -5.293 0.102 1.146  -0.621
H -0.973 -0.766 1.444  0.286
H -0.944 -0.077 2.691  0.341
O -1.617 -0.222 1.974  -0.493
H 2.252 -4.276 0.059  0.348
H 0.957 -3.731 0.533  0.341
O 1.516 -4.448 0.668  -0.622
H -0.615 -1.525 4.176  0.216
H -1.265 -2.737 4.188  0.376
O -0.530 -2.356 4.522  -0.602
H 0.172 1.801 -0.069  0.334
H 0.607 3.176 -0.056  0.301
O -0.002 2.649 0.379  -0.626
H -2.638 -1.371 2.597  0.381
H -3.420 -2.708 2.403  0.254
O -2.585 -2.320 2.713  -0.652
H -1.066 -1.756 -2.706  0.321
H -0.204 -0.729 -1.958  0.270
O -0.121 -1.561 -2.408  -0.624
H -1.251 1.936 -3.576  0.288
H -2.461 2.933 -3.122  0.340
O -2.016 1.979 -2.884  -0.668
H -2.065 2.270 2.155  0.320
H -1.988 3.262 3.473  0.328
O -2.535 2.557 3.036  -0.680
H -1.558 1.674 4.937  0.332
H -1.432 0.294 5.560  0.325
O -0.879 1.076 5.368  -0.659

Summary:
**E_tot**: -35364.5312 eV
**LUMO energy**: -0.0095 hartree
**ΔE to the lowest compared entry with this formula, charge and spin**: 6.363 eV
**Frontier orbital gap**: 9.516 eV